Below is C32H59Cl28F2GaPSi as an isolated structure at a distorted geometry, with properties calculated with ωB97M-V/def2-TZVPD.

## Properties
Calculated total energy   -16895.37822 hartree
HOMO level   -3.785 eV
ΔE to the lowest compared entry with this formula, charge and spin   0.0 kcal/mol
HOMO-LUMO gap   5.166 eV
Total charge   -1

Each line ends with the Löwdin charge.
Positions of all 124 atoms, in Å:
C -1.600 1.297 2.240  -0.224
C -2.025 0.989 3.469  -0.279
C -1.785 -0.350 4.124  -0.279
Ga 0.219 -0.826 4.105  0.343
P 0.578 -3.128 4.562  0.795
C -0.917 -3.955 5.296  -0.523
C -2.192 -3.741 4.443  -0.242
C 1.923 -3.399 5.815  -0.515
C 3.295 -3.150 5.151  -0.209
C 1.199 0.475 5.375  -0.531
F 0.642 1.753 5.149  -0.047
F 0.945 0.222 6.721  -0.032
C 2.694 0.658 5.165  -0.223
C 3.047 1.204 3.771  -0.237
Si 4.845 0.954 3.261  0.587
C 5.607 -0.514 4.199  -0.186
C 5.919 2.462 3.705  -0.210
C 5.025 0.481 1.422  -0.292
C 6.111 0.953 0.678  -0.264
C 6.249 0.543 -0.649  -0.109
C 5.305 -0.303 -1.206  -0.113
C 4.200 -0.759 -0.489  -0.082
C 4.062 -0.360 0.843  -0.072
H -1.215 0.541 1.577  -0.033
H -1.657 2.337 1.941  0.043
H -2.596 1.748 4.005  0.083
H -2.319 -1.076 3.498  0.038
H -2.209 -0.361 5.131  0.018
H 0.720 -0.569 2.603  -0.052
H -0.710 -5.034 5.278  0.050
H -1.100 -3.719 6.353  0.052
H -2.807 -4.634 4.399  0.019
H -2.731 -2.898 4.865  -0.014
H -1.853 -3.437 3.446  0.041
H 1.879 -4.465 6.078  0.051
H 1.800 -2.850 6.754  0.058
H 3.776 -4.056 4.784  0.063
H 3.147 -2.468 4.305  0.023
H 3.943 -2.614 5.850  0.055
H 3.180 -0.289 5.417  0.075
H 3.028 1.375 5.934  0.118
H 2.391 0.732 3.031  0.020
H 2.787 2.268 3.759  0.082
H 6.675 -0.604 3.958  -0.051
H 5.143 -1.404 3.761  0.024
H 5.431 -0.456 5.274  0.030
H 6.278 2.284 4.724  0.027
H 6.801 2.521 3.066  -0.022
H 5.340 3.387 3.712  0.018
H 6.857 1.601 1.117  0.047
H 7.122 0.891 -1.192  0.102
H 5.419 -0.629 -2.240  0.057
H 3.467 -1.434 -0.919  0.080
H 3.230 -0.703 1.452  0.088
C -3.397 0.786 -1.628  -1.005
Cl -5.151 1.099 -1.657  0.502
Cl -2.771 0.706 0.026  0.631
H -3.215 -0.155 -2.129  -0.052
H -2.896 1.592 -2.152  0.029
C 4.637 -3.902 -2.503  -1.016
Cl 3.104 -4.533 -1.894  0.510
Cl 4.364 -2.659 -3.730  0.504
H 5.192 -3.456 -1.683  0.027
H 5.199 -4.717 -2.936  -0.056
C -6.591 2.917 -4.787  -1.058
Cl -7.689 1.898 -5.727  0.495
Cl -5.234 3.493 -5.773  0.507
H -7.145 3.775 -4.415  -0.076
H -6.199 2.340 -3.958  -0.030
C -4.767 6.542 -8.330  -1.034
Cl -3.372 7.592 -8.603  0.498
Cl -6.228 7.482 -7.993  0.489
H -4.934 5.944 -9.218  0.025
H -4.560 5.899 -7.481  -0.013
C 4.838 4.466 -0.821  -0.971
Cl 5.115 3.389 0.552  0.698
Cl 6.323 4.731 -1.752  0.490
H 4.098 4.012 -1.470  0.029
H 4.482 5.424 -0.459  0.022
C -4.362 -3.260 7.610  -0.986
Cl -4.198 -4.741 6.654  0.560
Cl -4.395 -1.809 6.603  0.562
H -5.287 -3.313 8.172  0.017
H -3.516 -3.190 8.285  0.027
C -0.913 -3.090 -0.598  -0.997
Cl 0.397 -2.631 0.481  0.515
Cl -1.392 -1.758 -1.670  0.534
H -0.600 -3.926 -1.213  0.018
H -1.768 -3.369 0.008  0.027
C 6.857 -2.320 -7.099  -1.019
Cl 5.119 -2.078 -7.309  0.499
Cl 7.315 -2.397 -5.395  0.480
H 7.137 -3.253 -7.575  0.021
H 7.381 -1.492 -7.561  0.022
C 9.752 -0.598 4.238  -1.004
Cl 8.705 0.436 3.266  0.597
Cl 11.095 -1.259 3.292  0.496
H 10.158 -0.013 5.055  0.025
H 9.161 -1.422 4.624  0.029
C -9.592 5.511 -3.468  -0.984
Cl -8.565 4.311 -2.678  0.583
Cl -10.525 4.793 -4.787  0.529
H -10.277 5.923 -2.737  0.026
H -8.964 6.295 -3.875  0.031
C -11.766 4.125 -8.241  -1.029
Cl -12.904 5.130 -9.144  0.508
Cl -10.431 3.572 -9.259  0.532
H -11.359 4.707 -7.423  -0.032
H -12.293 3.258 -7.858  0.029
C 6.865 -7.544 -4.341  -1.012
Cl 5.884 -7.931 -2.924  0.518
Cl 6.825 -5.815 -4.707  0.523
H 7.891 -7.834 -4.145  0.024
H 6.476 -8.089 -5.194  0.024
C -7.339 0.318 4.945  -1.043
Cl -8.459 -0.676 3.999  0.486
Cl -5.947 0.832 3.995  0.521
H -7.868 1.198 5.292  0.020
H -6.986 -0.265 5.788  -0.007
C -8.607 2.290 -12.143  -1.044
Cl -7.395 3.083 -13.157  0.499
Cl -9.944 1.648 -13.103  0.498
H -8.134 1.471 -11.612  0.028
H -9.001 3.016 -11.442  -0.044

=====

Below is C9H20N4P as an isolated structure at a distorted geometry, with properties calculated with ωB97M-V/def2-TZVPD.

## Properties
Calculated total energy   -914.91419 hartree
HOMO level   -11.719 eV
ΔE to the lowest compared entry with this formula, charge and spin   19.4 kcal/mol
HOMO-LUMO gap   8.963 eV
Total charge   +1

Each line ends with the Löwdin charge.
Positions of all 34 atoms, in Å:
C 2.513 0.461 0.648  -0.261
C -1.349 1.635 -0.623  -0.210
C 0.082 -1.693 -1.179  -0.183
C 2.381 0.933 -0.847  -0.068
C 0.166 1.888 -0.529  -0.078
C 0.628 -0.558 -0.346  -0.286
C 1.756 -1.377 1.992  -0.101
C -1.873 1.701 1.792  -0.093
C -2.514 -2.273 -1.202  -0.089
N 2.076 -0.834 0.654  -0.089
N -1.663 0.866 0.570  -0.417
N -1.342 -1.519 -0.825  -0.353
N 0.982 0.681 -1.022  -0.078
P -1.052 -0.731 0.714  1.100
H 3.638 0.510 0.966  0.174
H 2.003 1.029 1.439  0.110
H -1.898 2.601 -0.593  0.132
H -1.591 1.153 -1.550  0.110
H 0.072 -1.830 -2.258  0.129
H 0.497 -2.559 -0.752  0.099
H 2.844 1.849 -1.034  0.125
H 2.899 0.120 -1.331  0.142
H 0.325 2.824 -1.163  0.164
H 0.374 2.021 0.547  0.122
H 1.113 -2.175 2.045  0.034
H 2.579 -1.729 2.432  0.044
H 1.150 -0.657 2.715  0.120
H -2.878 1.443 2.143  0.085
H -1.057 1.567 2.550  0.085
H -1.874 2.715 1.306  0.093
H -2.502 -2.484 -2.165  0.031
H -2.578 -3.270 -0.749  0.092
H -3.325 -1.660 -0.845  0.086
H 0.642 0.572 -2.043  0.230

=====

Below is C8H13FN2O as an isolated structure at a distorted geometry, with properties calculated with ωB97M-V/def2-TZVPD.

## Properties
Calculated total energy   -596.86788 hartree
HOMO level   -8.458 eV
ΔE to the lowest compared entry with this formula, charge and spin   163.3 kcal/mol
HOMO-LUMO gap   9.044 eV

Each line ends with the Löwdin charge.
Positions of all 25 atoms, in Å:
C -4.314 -0.994 -0.110  -0.160
C -1.574 0.954 -0.009  -0.289
C -0.138 0.843 -0.153  -0.220
C 0.628 1.785 -0.015  -0.064
C 2.134 1.405 -0.029  -0.184
C 2.531 0.176 -0.962  -0.194
C 2.260 -1.216 1.048  -0.108
C 0.265 -0.726 -0.199  -0.110
H -3.812 -2.123 -0.775  0.155
H -4.537 -1.347 1.390  0.168
H -5.491 -0.567 -0.755  0.147
H 0.294 2.798 0.024  0.121
H 2.511 1.583 1.017  0.104
H 2.772 2.254 -0.642  0.139
H 3.711 -0.188 -0.996  0.167
H 2.187 0.689 -1.904  0.120
H 3.360 -1.305 0.957  0.068
H 1.982 -2.317 1.403  0.115
H 1.992 -0.551 1.837  0.053
H -0.251 -1.228 -1.249  0.165
H -0.408 -1.168 0.617  0.125
N -2.301 -0.014 -0.551  0.056
N 1.768 -0.951 -0.401  -0.211
O -3.486 0.162 -0.094  -0.295
F -2.082 2.045 0.551  0.132